(1)
Density functional theory data (ωB97M-V/def2-TZVPD) for a structure of composition C18H30N3O4S2Si2Ta at a distorted geometry.

The geometry in XYZ format:
```
60
Properties=species:S:1:pos:R:3
Ta 0.3736 -0.0003 0.7108
O 2.0170 1.7542 1.0267
S 2.4435 0.5528 1.7701
O 3.6694 0.4790 2.4376
O 1.1477 0.2366 2.5612
O 2.2004 -0.5824 0.6853
C -2.0423 -0.7773 -2.4367
Si -1.8334 -2.0162 -1.0567
C -3.3353 -3.0808 -0.9821
C -0.2886 -3.0357 -1.2831
C -1.4980 -1.0035 0.5809
C -2.2039 0.3296 0.6792
C -3.5510 0.6278 0.5742
C -3.9504 1.9429 0.7366
C -3.0128 2.9506 0.9921
C -1.6914 2.6116 1.0738
N -1.3149 1.3280 0.9189
Si -1.8507 -1.9559 2.2788
C -3.4822 -2.8094 2.3120
C -1.8519 -0.6373 3.5886
C -0.4220 -3.1338 2.4361
H -2.8213 -1.1129 -3.1264
H -1.1221 -0.6750 -3.0170
H -2.3331 0.2173 -2.0832
H -3.4869 -3.4876 -1.9895
H -4.2456 -2.5397 -0.7097
H -3.2178 -3.9259 -0.3048
H -0.1605 -3.3090 -2.3354
H -0.3233 -3.9647 -0.7081
H 0.6229 -2.4971 -0.9876
H -4.2611 -0.1644 0.3702
H -5.0023 2.1950 0.6697
H -3.3153 3.9803 1.1202
H -0.9120 3.3355 1.2673
H -4.2983 -2.1980 1.9180
H -3.7106 -3.0200 3.3634
H -3.4734 -3.7600 1.7825
H -2.7061 0.0368 3.4691
H -0.9425 -0.0321 3.6139
H -1.9435 -1.1066 4.5731
H -0.4999 -3.9493 1.7123
H -0.4008 -3.5817 3.4349
H 0.5521 -2.6464 2.2929
C 3.8657 4.7833 -2.2739
C 3.7624 3.3069 -2.0813
C 4.8184 2.4324 -2.0632
C 4.5732 1.0722 -1.8862
N 3.3169 0.6046 -1.7140
C 2.3322 1.4498 -1.7185
S 0.6467 0.9151 -1.5747
N 2.5294 2.7747 -1.9130
C 5.6637 0.0615 -1.8999
H 4.9010 5.0809 -2.4085
H 3.4614 5.3091 -1.4056
H 3.2951 5.0948 -3.1516
H 5.8254 2.8024 -2.1926
H 1.7207 3.3837 -1.9121
H 6.6493 0.5186 -1.9197
H 5.5453 -0.5717 -2.7834
H 5.5718 -0.5934 -1.0321
```

Computed properties:
HOMO level = -15.185 eV
Total charge = +2
Max |F| = 0.1035 hartree/bohr
Spin multiplicity = 1
Orbital gap = 7.536 eV

---

(2)
Density functional theory data (ωB97M-V/def2-TZVPD) for the ion C6H9N2O with charge +1 at a distorted geometry.

The geometry in XYZ format:
```
18
Properties=species:S:1:pos:R:3
C -0.0226 1.6848 -0.3361
C -0.7587 0.5612 -0.1677
C 1.4260 0.1159 -0.0053
C 2.6190 -0.7879 0.1507
C -2.2159 0.6884 -0.1106
C -0.4103 -1.7691 0.3811
N 0.1240 -0.4617 0.0730
N 1.2625 1.4145 -0.2247
O 3.7535 -0.4557 -0.0254
H -0.5306 2.6627 -0.6255
H 2.2008 -1.7609 0.4909
H -2.7899 -0.1450 -0.5837
H -2.5539 0.7578 0.9016
H -2.4296 1.6958 -0.6094
H 0.3533 -2.4922 0.5191
H -1.0112 -1.7662 1.2863
H -0.9901 -1.9723 -0.5220
H 1.9735 2.0300 -0.5922
```

Computed properties:
HOMO level = -14.121 eV
Total charge = +1
Max |F| = 0.0793 hartree/bohr
Spin multiplicity = 1
Orbital gap = 9.267 eV